# C6H12O

An isolated ion of composition C6H12O and charge +1 at a distorted geometry (the ωB97M-V functional and the def2-TZVPD basis, the OMol25 dataset).

Values from the calculation:
- E_LUMO (alpha / beta) (eV) = -4.610 / -8.641
- ΔE to the lowest compared entry with this formula, charge and spin (kJ/mol) = 223.8
- net charge = +1
- HOMO (alpha / beta) (eV) = -13.97 / -13.94
- spin multiplicity = 2
- Kohn-Sham gap (alpha / beta) (eV) = 9.4 / 5.3
- electronic energy (eV) = -8452.7280

CARTESIAN COORDINATES (ANGSTROEM)
C (0.01, -0.22, -2.21)
O (1.28, -0.53, -2.77)
C (0.52, 0.61, -0.95)
C (0.83, -0.14, 0.38)
C (-0.40, -0.25, 1.29)
C (-0.93, -1.43, 1.73)
C (-0.74, 1.07, 1.89)
H (-0.65, 0.39, -2.68)
H (-0.44, -1.07, -1.97)
H (1.25, -0.73, -3.73)
H (-0.12, 1.50, -0.95)
H (1.51, 1.08, -1.16)
H (1.53, 0.51, 0.85)
H (1.29, -1.19, 0.22)
H (-0.80, -2.40, 1.35)
H (-1.58, -1.43, 2.71)
H (-0.09, 1.40, 2.60)
H (-0.70, 1.82, 1.00)
H (-1.78, 1.01, 2.38)

Atom charges from the Mulliken analysis, given in e for atoms 1 to 5: atom 1 (C): -0.6859, atom 2 (O): -0.5185, atom 3 (C): -0.5884, atom 4 (C): -0.6834, atom 5 (C): 1.1035